C46H65BrF3N2O2P3S3ScSi as an isolated structure in a non-equilibrium geometry. Source: the OMol25 dataset; level of theory: the ωB97M-V functional and the def2-TZVPD basis.

Charge = +1
Gap between HOMO and LUMO = 8.22 eV
E_HOMO = -0.391 Eh
Multiplicity = 1
Strongest force on any atom = 1.807 eV/A
Calculated total energy = -222981.249 eV
Energy relative to the best compared isomer or geometry (same formula, charge and spin) = 26.6 kcal per mole
E_LUMO = -2.41 eV

The geometry in XYZ format:
```
127
Properties=species:S:1:pos:R:3:lowdin_charge:R:1
Sc -0.8971 0.4239 0.8537 0.3737
N 1.4067 1.0465 3.2384 -0.3478
P -0.2813 1.2098 3.5919 0.9104
C -0.4277 0.3490 5.1934 -0.3871
C -1.4608 0.7386 6.0428 -0.0829
C -1.6327 0.1202 7.2721 -0.0662
C -0.7655 -0.8850 7.6717 -0.0693
C 0.2625 -1.2825 6.8296 -0.0674
C 0.4220 -0.6785 5.5920 -0.1377
C -0.4462 2.9358 4.1221 -0.3763
C -1.6988 3.5369 4.0664 -0.1257
C -1.8705 4.8356 4.5208 -0.0627
C -0.7849 5.5435 5.0154 -0.0688
C 0.4701 4.9507 5.0638 -0.0675
C 0.6392 3.6469 4.6260 -0.0808
P 1.7064 1.0123 1.5400 0.9363
C 3.1662 -0.0375 1.3810 -0.3376
C 3.4329 -0.5491 0.1132 -0.1009
C 4.5635 -1.3182 -0.1061 -0.0752
C 5.4281 -1.5927 0.9460 -0.0692
C 5.1612 -1.0952 2.2125 -0.0689
C 4.0341 -0.3139 2.4325 -0.0793
C 2.2831 2.6736 1.1320 -0.3508
C 3.1619 3.3711 1.9595 -0.0839
C 3.6082 4.6264 1.5897 -0.0648
C 3.1908 5.1857 0.3851 -0.0634
C 2.3253 4.4927 -0.4448 -0.0615
C 1.8678 3.2369 -0.0681 -0.1030
H 1.8306 0.2688 3.7303 0.0199
H -2.1285 1.5442 5.7632 0.0993
H -2.4377 0.4345 7.9229 0.1094
H -0.8901 -1.3602 8.6356 0.1089
H 0.9342 -2.0774 7.1249 0.1099
H 1.1925 -1.0718 4.9398 0.0877
H -2.5416 3.0075 3.6367 0.0974
H -2.8460 5.3004 4.4697 0.1100
H -0.9146 6.5619 5.3575 0.1072
H 1.3174 5.5054 5.4453 0.1065
H 1.6137 3.1784 4.6693 0.0927
H 2.7465 -0.3599 -0.7035 0.0806
H 4.7656 -1.7126 -1.0935 0.1125
H 6.3129 -2.1926 0.7779 0.1106
H 5.8340 -1.3066 3.0331 0.1107
H 3.8602 0.0835 3.4250 0.1026
H 3.4891 2.9312 2.8945 0.1023
H 4.2821 5.1736 2.2355 0.1088
H 3.5397 6.1695 0.0998 0.1092
H 1.9915 4.9326 -1.3753 0.1085
H 1.1645 2.7110 -0.7054 0.0577
F -0.8848 3.6227 1.2817 0.0278
C -1.6044 2.6455 0.6686 -0.5982
F -1.8284 3.1402 -0.5956 -0.0356
F -2.8551 2.7114 1.2674 -0.0115
C 2.1825 0.2328 -3.8101 -0.1049
C 1.0015 -0.4457 -4.5245 -0.6181
C 0.9869 -1.9155 -4.0751 -0.0912
C 1.2987 -0.4044 -6.0363 -0.0775
Si -0.6736 0.3945 -4.1754 0.5656
Br -0.6070 0.6460 -1.8861 0.6301
C -2.2038 -0.7225 -4.4182 -0.6135
C -2.2965 -1.8821 -3.4089 -0.1122
C -2.1547 -1.3425 -5.8295 -0.0795
C -3.5081 0.0807 -4.3067 -0.0921
C -0.8304 2.1885 -4.7858 -0.6222
C 0.4981 2.9432 -4.6246 -0.0925
C -1.8932 3.0057 -4.0295 -0.0977
C -1.2089 2.1911 -6.2802 -0.0770
H 3.0756 -0.3749 -3.9847 0.0916
H 2.0343 0.2981 -2.7326 0.0282
H 2.3958 1.2321 -4.1805 0.0643
H 2.0021 -2.3126 -4.1700 0.0912
H 0.3458 -2.5311 -4.7063 0.0699
H 0.6797 -2.0441 -3.0349 0.0464
H 2.2195 -0.9635 -6.2285 0.0952
H 1.4624 0.6124 -6.3950 0.0694
H 0.5140 -0.8567 -6.6437 0.0729
H -1.5177 -2.6282 -3.5411 0.0644
H -3.2557 -2.3859 -3.5653 0.0935
H -2.2615 -1.5543 -2.3683 0.0152
H -1.3221 -2.0376 -5.9419 0.0670
H -2.0854 -0.5980 -6.6237 0.0759
H -3.0734 -1.9121 -5.9993 0.0959
H -3.5674 0.6801 -3.3959 0.0629
H -4.3485 -0.6196 -4.3093 0.0920
H -3.6514 0.7533 -5.1517 0.0745
H 0.8852 2.9054 -3.6038 0.0694
H 0.3258 3.9941 -4.8727 0.0934
H 1.2692 2.5780 -5.3026 0.0696
H -1.7004 3.0531 -2.9574 0.0418
H -2.9070 2.6490 -4.1816 0.0652
H -1.8560 4.0299 -4.4117 0.0929
H -0.4757 1.6894 -6.9117 0.0730
H -1.2769 3.2280 -6.6220 0.0954
H -2.1828 1.7331 -6.4611 0.0674
C 2.3731 -4.2036 0.1235 -0.0558
C 2.3157 -4.1280 1.6337 -0.4124
C 2.0868 -5.4699 2.2970 -0.0384
O 1.3294 -3.1568 2.1070 -0.2953
P -0.1430 -2.8947 1.6062 -0.0831
S -1.0752 -1.8252 2.9353 0.4216
S -0.1624 -1.8560 -0.1163 0.2867
O -0.6749 -4.3621 1.3637 -0.2838
C -1.8987 -4.8164 0.7050 -0.4156
C -3.0703 -3.8787 0.9077 -0.0691
C -1.5932 -5.0955 -0.7515 -0.0465
H 3.1866 -4.8751 -0.1566 0.0962
H 2.5576 -3.2263 -0.3196 0.0479
H 1.4465 -4.6027 -0.2926 0.0650
H 3.2462 -3.6966 2.0059 0.1339
H 1.2293 -5.9850 1.8672 0.0773
H 1.9192 -5.3457 3.3663 0.0900
H 2.9722 -6.0920 2.1591 0.0903
H -2.1056 -5.7570 1.2163 0.1462
H -2.9142 -2.9312 0.3878 0.0474
H -3.2391 -3.6738 1.9635 0.0702
H -3.9621 -4.3548 0.4967 0.0944
H -1.4102 -4.1683 -1.2962 0.0452
H -2.4406 -5.6089 -1.2084 0.0915
H -0.7177 -5.7380 -0.8453 0.0828
S -5.4919 -0.3051 0.0588 1.0953
C -5.2080 -0.3666 1.7418 -0.3480
C -3.8846 -0.2435 1.9935 -0.2478
N -3.1026 -0.1017 0.8676 -0.1332
C -3.8415 -0.1055 -0.2150 -0.4729
H -6.0093 -0.4908 2.4499 0.0815
H -3.4182 -0.2623 2.9642 0.0843
H -3.4262 0.0058 -1.2055 0.0416
```

***

CH3O4PS as an isolated structure in a non-equilibrium geometry. Source: the OMol25 dataset; level of theory: the ωB97M-V functional and the def2-TZVPD basis.

Charge = -2
Gap between HOMO and LUMO = 4.70 eV
E_HOMO = 0.060 Eh
Multiplicity = 1
Strongest force on any atom = 4.661 eV/A
Calculated total energy = -29399.346 eV
Energy relative to the best compared isomer or geometry (same formula, charge and spin) = 72.5 kcal per mole
E_LUMO = 6.33 eV

The geometry in XYZ format:
```
10
Properties=species:S:1:pos:R:3:lowdin_charge:R:1
C -2.5089 1.9281 -0.1148 -0.4769
O -4.9027 0.6676 -0.5460 -0.4451
O -3.6168 -0.1779 1.5293 -0.3581
O -3.0686 -1.1511 -0.7763 -0.3869
O -0.1624 0.6032 -0.6270 -0.8929
P -3.7665 -0.1391 0.0922 0.1308
S -0.6621 1.8826 0.1869 0.4296
H -2.7459 2.8246 -0.5993 -0.0079
H -3.1124 2.0262 0.8479 0.0431
H -2.7498 1.0771 -0.7247 -0.0356
```

***

C30H51N12O4SiSn as an isolated structure in a non-equilibrium geometry. Source: the OMol25 dataset; level of theory: the ωB97M-V functional and the def2-TZVPD basis.

Charge = +3
Gap between HOMO and LUMO = 7.27 eV
E_HOMO = -0.570 Eh
Multiplicity = 1
Strongest force on any atom = 1.706 eV/A
Calculated total energy = -71694.843 eV
Energy relative to the best compared isomer or geometry (same formula, charge and spin) = 19.1 kcal per mole
E_LUMO = -8.25 eV

The geometry in XYZ format:
```
99
Properties=species:S:1:pos:R:3:lowdin_charge:R:1
Sn 0.7027 -0.6530 0.5737 1.4496
C 1.1290 -4.3862 5.1167 -0.0088
N 0.3569 -3.4940 4.2517 -0.1338
C -0.8107 -2.8829 4.8741 -0.0258
C 0.8490 -2.9292 3.1256 -0.3930
N 0.3381 -1.8876 2.5378 0.0127
N 1.9532 -3.5662 2.5833 0.1711
C 2.7261 -3.1851 1.5066 -0.4634
N 3.8028 -3.9672 1.3038 0.1962
N 2.4272 -2.1681 0.7679 -0.0085
H 0.4324 -4.9047 5.7695 0.1026
H 1.8470 -3.8373 5.7284 0.1120
H 1.6446 -5.1700 4.5654 0.0871
H -1.2343 -3.5893 5.5824 0.1011
H -1.5731 -2.6708 4.1254 0.0887
H -0.5596 -1.9638 5.4119 0.1080
H -0.4312 -1.4922 3.0626 0.0378
H 2.2461 -4.4076 3.0495 0.1259
H 3.9996 -4.7771 1.8661 0.1252
H 4.3901 -3.8196 0.5014 0.1278
H 3.1042 -2.0198 0.0269 0.0563
N 1.2438 1.4577 2.9373 0.0522
N 1.1539 2.7994 2.5473 0.0168
C 0.5875 3.1581 1.3783 -0.3572
N 0.5734 4.4414 1.0654 0.2546
N 0.0424 2.1330 0.6926 0.1150
N -0.4163 2.3573 -0.5214 -0.3344
O -0.8902 1.3209 -1.0880 -0.1008
O -0.3904 3.4087 -1.1077 0.1485
H 0.8000 1.3460 3.8431 0.1090
H 2.2211 1.1915 3.0048 0.0948
H 1.5695 3.5129 3.1316 0.1680
H 1.0109 5.1269 1.6595 0.1430
H 0.1989 4.7223 0.1695 0.1145
C -4.8848 -1.0522 1.8794 0.0066
C -5.0795 -1.6891 0.5951 -0.2195
C -6.0213 -1.1210 -0.3567 0.0223
C -4.3142 -2.8865 0.2621 0.0124
Si -2.3422 0.4413 -0.5167 0.3098
O -1.9815 -0.5336 0.6547 -0.4366
C -2.4943 -0.3025 -2.2180 -0.2068
C -1.5001 -1.2256 -2.5731 -0.1171
C -1.5295 -1.8882 -3.7886 -0.0897
C -2.5736 -1.6611 -4.6760 -0.0560
C -3.5884 -0.7813 -4.3329 -0.0596
C -3.5498 -0.1133 -3.1155 -0.0895
C -3.2540 2.0025 -0.0799 -0.2312
C -4.1424 2.6887 -0.9155 -0.0753
C -4.7947 3.8347 -0.4837 -0.0556
C -4.5746 4.3214 0.7955 -0.0559
C -3.7124 3.6499 1.6509 -0.0710
C -3.0706 2.4991 1.2207 -0.1208
H -4.6963 -1.7631 2.6830 0.1199
H -5.6436 -0.3187 2.1342 0.1160
H -3.9088 -0.5396 1.7162 0.1003
H -6.9736 -1.6166 -0.0873 0.1586
H -5.8068 -1.3775 -1.3908 0.1023
H -6.1896 -0.0559 -0.1986 0.1142
H -4.7644 -3.7090 0.8360 0.1396
H -3.2924 -2.7638 0.6319 0.1031
H -4.3355 -3.1360 -0.7937 0.1078
H -0.6842 -1.4386 -1.8835 0.0392
H -0.7521 -2.5986 -4.0416 0.1111
H -2.6046 -2.1797 -5.6246 0.1173
H -4.4107 -0.6135 -5.0154 0.1163
H -4.3663 0.5540 -2.8849 0.0849
H -4.3076 2.3695 -1.9318 0.0890
H -5.4677 4.3547 -1.1512 0.1175
H -5.0783 5.2191 1.1272 0.1175
H -3.5568 4.0168 2.6571 0.1092
H -2.4465 1.9463 1.9155 0.0918
C 2.5112 0.2655 -5.1889 -0.0766
C 1.5239 -0.7867 -4.6878 -0.2002
C 1.5842 -0.9834 -3.2386 -0.1814
N 1.5970 -1.1162 -2.0973 0.1256
H 2.3879 0.3820 -6.2630 0.0897
H 3.5395 -0.0325 -4.9944 0.0812
H 2.3263 1.2305 -4.7187 0.0765
H 1.7067 -1.7586 -5.1524 0.1330
H 0.4919 -0.5073 -4.9178 0.1159
O 2.7675 0.8221 0.3070 -0.1194
C 3.7426 1.5687 0.3875 -0.4882
C 5.0746 1.1258 0.9025 -0.0882
C 5.8326 0.6464 -0.3636 -0.1587
C 5.8300 1.5948 -1.5761 -0.1701
C 4.4818 1.7438 -2.3078 -0.1704
C 3.5081 2.7478 -1.6693 -0.1478
N 3.7304 2.8035 -0.2069 0.0690
H 4.9776 0.3119 1.6204 0.1188
H 5.6100 1.9558 1.3687 0.1301
H 5.3911 -0.3049 -0.6769 0.1112
H 6.8609 0.4339 -0.0723 0.1229
H 6.5534 1.1923 -2.2861 0.1220
H 6.2295 2.5750 -1.2944 0.1233
H 4.0048 0.7598 -2.3559 0.0922
H 4.6647 2.0463 -3.3398 0.1163
H 2.4698 2.4802 -1.8638 0.1031
H 3.6647 3.7573 -2.0473 0.1286
H 4.5860 3.3084 -0.0100 0.1271
```

***

An isolated ion of composition C2H7N4 and charge +1 in a non-equilibrium geometry. Source: the OMol25 dataset; level of theory: the ωB97M-V functional and the def2-TZVPD basis.

SMILES = N[N+]1=NCCN1
Charge = +1
Gap between HOMO and LUMO = 10.79 eV
E_HOMO = -0.569 Eh
Multiplicity = 1
Strongest force on any atom = 3.286 eV/A
Calculated total energy = -8137.352 eV
Energy relative to the best compared isomer or geometry (same formula, charge and spin) = 112.9 kcal per mole
E_LUMO = -4.70 eV

The geometry in XYZ format:
```
13
Properties=species:S:1:pos:R:3:lowdin_charge:R:1
C -0.7046 -0.6395 1.1049 -0.1103
C 0.8034 -0.5606 0.7045 -0.2067
N -1.2574 0.4775 0.3477 0.1470
N 0.9421 0.0408 -0.5859 0.1147
N -0.5288 0.7581 -0.6134 -0.1702
N -0.6743 1.5538 -1.6475 0.1756
H -1.3262 -1.5162 0.7634 0.1439
H -0.9622 -0.5592 2.1997 0.1453
H 1.4974 -0.0124 1.4487 0.1542
H 1.2529 -1.5592 0.6294 0.1297
H 0.7989 -0.6916 -1.3234 0.1444
H -1.5123 2.1481 -2.0186 0.2172
H 0.1055 1.5698 -2.2578 0.1150
```

***

C2H4I2S as an isolated structure in a non-equilibrium geometry. Source: the OMol25 dataset; level of theory: the ωB97M-V functional and the def2-TZVPD basis.

Charge = 0
Gap between HOMO and LUMO = 8.22 eV
E_HOMO = -0.332 Eh
Multiplicity = 1
Strongest force on any atom = 2.941 eV/A
Calculated total energy = -29174.239 eV
Energy relative to the best compared isomer or geometry (same formula, charge and spin) = 8.7 kcal per mole
E_LUMO = -0.83 eV

The geometry in XYZ format:
```
9
Properties=species:S:1:pos:R:3:lowdin_charge:R:1
C -0.0082 0.6835 -0.5832 -0.3560
C -0.1638 -0.2424 0.5815 -1.5600
S 1.0399 -1.6448 0.5188 0.5433
I -2.3115 -1.2844 0.5108 0.5015
I -0.0678 0.7414 2.5218 0.7094
H -0.7459 1.4050 -0.5881 0.0237
H 1.0234 1.2418 -0.5379 0.1212
H -0.0975 0.2692 -1.6300 0.0932
H 1.3315 -1.1693 -0.7937 -0.0763
```

***

One molecule with the formula C23H29FO6. Source: the OMol25 dataset; level of theory: the ωB97M-V functional and the def2-TZVPD basis.

SMILES = CC(=O)OCC(=O)[C@@]1(O)CC[C@H]2[C@@H]3CCC4=CC(=O)C=C[C@]4(C)[C@@]3(F)[C@@H](O)C[C@@]21C
Charge = 0
Gap between HOMO and LUMO = 9.80 eV
E_HOMO = -0.342 Eh
Multiplicity = 1
Strongest force on any atom = 0.871 eV/A
Calculated total energy = -39324.815 eV
E_LUMO = 0.49 eV

The geometry in XYZ format:
```
59
Properties=species:S:1:pos:R:3:lowdin_charge:R:1
C 3.6002 -2.6861 5.3819 0.0352
C 2.6702 -1.8267 4.5783 -0.5285
O 2.9476 -1.2634 3.5516 0.1049
O 1.4673 -1.7346 5.1654 0.0145
C 0.4719 -1.0226 4.4536 -0.0774
H -0.3869 -0.9663 5.1259 0.1493
H 0.8258 -0.0174 4.2059 0.1335
C 0.0669 -1.7753 3.1938 -0.2695
O 0.4840 -2.8872 2.9778 0.1430
C -0.9159 -1.1443 2.2136 -0.3795
O -1.7473 -2.1858 1.7505 0.0227
H -1.2219 -3.0001 1.7367 0.1030
C -1.8353 -0.0179 2.7336 -0.0649
H -1.4453 0.4462 3.6356 0.1063
H -2.7981 -0.4695 2.9675 0.1284
C -1.9713 1.0097 1.5919 -0.1099
H -3.0152 1.2551 1.4074 0.1165
C -1.3312 0.3076 0.3955 -0.2197
C -0.9048 1.1518 -0.8011 -0.1714
H -0.1312 1.8614 -0.5013 0.1514
C -2.1067 1.9109 -1.3665 -0.1144
H -2.4801 2.6075 -0.6159 0.1192
H -2.8985 1.1940 -1.5937 0.1351
C -1.7480 2.6709 -2.6443 -0.1167
C -1.1547 1.7167 -3.6297 -0.1559
C -1.7266 1.4788 -4.8130 0.0569
C -1.2191 0.5117 -5.7851 -0.4028
O -1.7610 0.3092 -6.8571 0.0709
C 0.0074 -0.1839 -5.3746 0.0220
C 0.5920 0.0338 -4.2008 -0.0051
C 0.0873 0.9968 -3.1691 -0.3336
C 1.2123 2.0256 -2.9465 0.0067
H 1.3474 2.5908 -3.8661 0.1049
H 2.1406 1.5202 -2.7011 0.0790
H 0.9781 2.7165 -2.1441 0.0799
C -0.3144 0.2135 -1.8722 -0.2789
F -1.3422 -0.6470 -2.2698 0.0570
C 0.7778 -0.7499 -1.3354 -0.2661
O 2.0057 -0.0734 -1.1997 -0.0224
H 2.6012 -0.6319 -0.6862 0.1148
C 0.3439 -1.4549 -0.0383 -0.0395
C -0.1607 -0.4700 1.0106 -0.3441
C 0.9701 0.4209 1.5215 0.0119
H 1.4192 0.9723 0.7007 0.0841
H 1.7500 -0.1833 1.9785 0.0748
H 0.6097 1.1385 2.2525 0.0924
H -0.4602 -2.1469 -0.2945 0.1347
H 1.1890 -2.0354 0.3453 0.1372
H 0.8812 -1.5392 -2.1005 0.1515
H 1.5166 -0.4672 -3.9499 0.1242
H 0.4215 -0.8798 -6.0906 0.1172
H -2.6238 2.0087 -5.1060 0.1241
H -2.6429 3.1329 -3.0625 0.1206
H -1.0375 3.4670 -2.4095 0.1209
H -2.0486 -0.4387 0.0355 0.1616
H -1.4430 1.9328 1.8286 0.1165
H 4.5552 -2.1815 5.4963 0.0910
H 3.7697 -3.6142 4.8384 0.0969
H 3.1629 -2.9075 6.3507 0.0860
```

***

Look up the gap between HOMO and LUMO of the sixth one. 9.80 eV

***

The lowest gap between HOMO and LUMO belongs to which entry? CH3O4PS

***

Which value of multiplicity does entry 2 give? 1